Entry 1:
A molecular structure, C21H36CsGeNO8S at a distorted geometry, computed with ωB97M-V with the def2-TZVPD basis set.

Structure (ORCA input):
```
! RIJCOSX wB97M-V def2-TZVPD def2/J DEFGRID3
* xyz -1 2
Cs -0.77414 -0.06785 0.09939
C 2.58537 3.37359 0.49422
C 2.81698 1.92366 0.09025
C 4.22285 1.73514 -0.46952
C 2.59383 0.99397 1.27144
O 1.85297 1.67377 -0.95361
Ge 1.72039 0.31251 -2.08326
O 1.66126 -1.19403 -1.14921
C 1.51619 -2.58968 -1.48406
C 1.68207 -3.33599 -0.16433
C 0.14152 -2.88437 -2.08855
C 2.62881 -2.95973 -2.45797
O 0.13267 0.51540 -2.86834
C -0.43019 1.56912 -3.65337
C -0.71013 2.79602 -2.79280
C -1.73508 0.99496 -4.19627
C 0.51678 1.90369 -4.80170
H 3.25481 3.64837 1.31063
H 1.55732 3.50331 0.83357
H 2.76284 4.04094 -0.35146
H 4.96933 2.01148 0.27621
H 4.36571 2.35348 -1.35834
H 4.38746 0.68781 -0.73616
H 3.33296 1.19015 2.04924
H 2.69534 -0.05370 0.98309
H 1.61546 1.10808 1.73975
H 0.91104 -3.07120 0.56061
H 2.64390 -3.09038 0.28724
H 1.65047 -4.40917 -0.36974
H -0.67172 -2.76828 -1.36821
H 0.14773 -3.93117 -2.40259
H -0.05460 -2.25597 -2.95987
H 3.59528 -2.68060 -2.03658
H 2.49836 -2.44048 -3.41170
H 2.62848 -4.03404 -2.65044
H -1.42021 2.56006 -1.99868
H -1.14804 3.57231 -3.42394
H 0.20656 3.17114 -2.33697
H -2.38993 0.71202 -3.37150
H -1.53425 0.10801 -4.79868
H -2.25131 1.73296 -4.81324
H 1.44426 2.33766 -4.42000
H 0.05991 2.62336 -5.48342
H 0.75864 0.99737 -5.35883
O 2.20727 -0.94214 3.80432
C 1.04004 -1.01097 3.37648
O 0.53017 -1.80758 2.55120
C 0.07092 0.06824 3.92135
C 0.25768 0.71115 5.14061
C -0.66239 1.66518 5.54979
C -1.74967 1.96135 4.74037
C -1.86881 1.26258 3.54554
N -0.98411 0.34999 3.15869
C -3.04077 1.54535 2.57989
O -4.03654 2.10278 3.06321
O -2.85206 1.14743 1.39808
H 1.13232 0.46364 5.72707
H -0.52592 2.17611 6.49717
H -2.50787 2.68540 5.00196
C -5.15612 -3.15216 0.37130
S -4.11951 -1.71028 0.67138
C -3.87742 -1.88880 2.43742
O -2.79078 -2.04124 0.06288
H -4.65032 -4.05352 0.71749
H -5.32345 -3.20452 -0.70254
H -6.10658 -3.01584 0.88859
H -4.73269 -1.47139 2.96828
H -2.98863 -1.29200 2.65117
H -3.70269 -2.93251 2.69601
*
```

As for the relative energy (zero: lowest compared OMol25 entry of this formula, charge and spin): 0.350 eV. The expectation value of S² is 0.754.

---

Entry 2:
A molecular structure, C21H36EuF5O6SSe2Si at a distorted geometry, computed with ωB97M-V with the def2-TZVPD basis set.

Structure (ORCA input):
```
! RIJCOSX wB97M-V def2-TZVPD def2/J DEFGRID3
* xyz -2 7
Eu 0.40043 0.68369 -0.49386
C -0.78855 -5.26850 2.24141
O -0.39872 -3.95294 1.83236
C 1.01930 -3.74437 1.89591
C 1.49110 -2.50448 1.13910
O 1.16192 -1.24899 1.76635
C 2.20700 -0.80805 2.62104
C 1.76990 0.25843 3.55094
O 1.55389 1.47087 2.89767
C 1.85540 2.51895 3.79096
H -0.76800 -5.95282 1.35326
H -0.27710 -5.65245 3.09031
H -1.85211 -5.20254 2.50688
H 1.34941 -3.71259 2.93495
H 1.58896 -4.55052 1.32669
H 2.57322 -2.60992 0.94379
H 0.91090 -2.46194 0.23894
H 2.56358 -1.67650 3.22103
H 3.09090 -0.40561 2.05799
H 0.83623 -0.06991 4.11119
H 2.50848 0.34212 4.34600
H 2.90110 2.83650 3.69552
H 1.24251 3.41384 3.61129
H 1.61126 2.26453 4.81877
F -5.45935 -3.22604 -1.17938
C -4.91286 -2.58677 -0.11556
C -3.57466 -2.22746 -0.13777
F -2.77609 -2.61663 -1.20084
C -3.08970 -1.41640 0.86830
F -1.74393 -1.08176 0.87451
C -3.90415 -0.93792 1.93225
S -3.39334 0.28410 2.98581
C -5.20788 -1.46068 1.98376
F -5.91929 -1.25700 3.13093
C -5.70241 -2.22731 0.96554
F -7.04077 -2.60099 0.92471
O -0.23489 2.98271 -2.05304
C 0.57074 4.18589 -2.15094
C 0.98810 4.64473 -0.76019
C 1.80156 5.89988 -1.06476
O 2.40222 6.52789 0.07206
C -0.31316 5.02114 -0.06940
Se -1.50788 3.56221 0.67626
C 1.88574 3.61918 -0.00956
Se 2.85182 2.17371 -1.05945
H -1.02237 3.23596 -1.53774
H 0.00919 5.01234 -2.67624
H 1.47707 3.94183 -2.70012
H 1.13020 6.61302 -1.53631
H 2.59920 5.57235 -1.80333
H 3.37984 6.47856 0.03164
H -0.95644 5.54170 -0.76541
H -0.15430 5.65852 0.81480
H 1.26147 3.07314 0.74518
H 2.67600 4.11878 0.62374
C 1.70100 -1.16047 -4.63476
Si 0.97225 -1.96490 -3.05731
C 2.01898 -3.50337 -2.62888
C -0.73367 -2.63924 -3.45048
O 0.98055 -0.93397 -1.87066
H 1.79188 -1.90317 -5.45003
H 2.72375 -0.73809 -4.44752
H 1.05020 -0.31666 -4.95646
H 2.28666 -4.16388 -3.42924
H 1.62831 -4.13142 -1.82487
H 2.99322 -3.16768 -2.20495
H -0.65244 -3.38223 -4.29660
H -1.48964 -1.88074 -3.67558
H -1.07362 -3.11751 -2.52155
C -2.13460 0.66208 -1.65650
H -1.99755 1.34252 -2.49172
H -2.89581 0.90863 -0.93914
H -1.84013 -0.38536 -1.77171
*
```

The expectation value of S² is 12.025. The value obtained for the total energy is -7973.37683 hartree.

---

Entry 3:
A molecular structure, C21H36Ge2O2PtS3 at a distorted geometry, computed with ωB97M-V with the def2-TZVPD basis set.

Structure (ORCA input):
```
! RIJCOSX wB97M-V def2-TZVPD def2/J DEFGRID3
* xyz 2 1
Pt -1.80823 -0.11512 -0.64367
S -3.97229 2.52010 -3.48808
C -3.10827 1.65243 -2.45349
S -2.73354 1.95173 -0.81973
S -2.42031 0.19949 -2.95614
C -0.12262 -2.88442 -0.10438
O -1.37277 -2.19274 -0.34790
C -2.54038 -3.00879 -0.03378
C -3.75050 -2.36208 -0.64680
O -3.90389 -1.04336 -0.09651
C -4.82570 -0.90092 0.99351
H -0.04478 -3.71550 -0.80295
H -0.09674 -3.25441 0.91891
H 0.68804 -2.18137 -0.25877
H -2.62924 -3.06957 1.05065
H -2.38062 -4.01265 -0.42919
H -4.64240 -2.97125 -0.49402
H -3.60308 -2.23769 -1.72076
H -5.81051 -1.25183 0.68805
H -4.87669 0.15965 1.22180
H -4.48581 -1.46037 1.86736
C -0.21147 -1.24839 4.07206
C -1.25570 -1.22831 2.94050
Ge -0.84792 0.17128 1.65877
C -1.67473 1.89216 2.13533
C -1.02364 2.31537 3.45630
C 1.01532 0.27696 1.36244
C 1.62087 0.48989 0.16755
Ge 0.47744 0.56036 -1.43537
C 0.68550 -0.79406 -2.85079
C 2.08896 -1.19482 -3.31872
C 0.31712 2.35488 -2.15847
C 1.57585 2.88489 -2.85133
C 3.06980 0.70442 0.06154
C 3.89012 0.76336 1.20419
C 5.24758 0.96806 1.08803
C 5.82756 1.11898 -0.17015
C 5.03886 1.06898 -1.31110
C 3.67643 0.86906 -1.18757
H -0.47390 -2.02006 4.79515
H -0.15774 -0.30470 4.61198
H 0.78451 -1.48401 3.69861
H -2.26021 -1.04312 3.32515
H -1.26540 -2.19161 2.43853
H -2.74943 1.73688 2.23126
H -1.49841 2.61013 1.33786
H -1.24737 1.62845 4.27130
H -1.43515 3.28831 3.73323
H 0.05723 2.42614 3.37428
H 1.62247 0.14064 2.25397
H 0.11682 -0.37064 -3.68012
H 0.15042 -1.68327 -2.52532
H 2.64017 -0.35541 -3.73706
H 2.00624 -1.93948 -4.11066
H 2.68768 -1.62952 -2.51781
H -0.00502 3.02379 -1.36098
H -0.50287 2.27565 -2.87488
H 2.38252 3.08085 -2.14634
H 1.34181 3.82797 -3.34560
H 1.94373 2.20565 -3.62270
H 3.46823 0.65471 2.19307
H 5.86439 1.00862 1.97498
H 6.89353 1.28074 -0.25627
H 5.48489 1.19223 -2.28816
H 3.07326 0.84667 -2.08078
*
```

The value obtained for the total energy is -6439.29483 hartree.

---

Entry 4:
10 unconnected molecules or ions with the total composition C21H36N10O2PS at a distorted geometry, computed with ωB97M-V with the def2-TZVPD basis set.

Structure (ORCA input):
```
! RIJCOSX wB97M-V def2-TZVPD def2/J DEFGRID3
* xyz 1 1
C 1.67007 -0.26325 0.62343
P 0.08883 0.65162 1.01053
O 0.22049 2.17349 0.22885
S -1.62299 -0.33906 0.15748
O -2.82788 -0.14389 1.35174
H 1.92910 -1.02705 1.40699
H 2.49621 0.49960 0.68128
H 1.70867 -0.68196 -0.41424
H 0.86435 2.68620 0.75772
H -1.44403 -1.69656 0.04601
H -3.41441 0.56926 1.04335
C 0.65918 1.93421 5.10817
C 1.39678 2.01546 3.83194
N 1.96692 2.07875 2.83439
H 0.86001 0.97810 5.59140
H 0.97360 2.74080 5.77000
H -0.41190 2.02210 4.92337
C 0.40398 -4.01919 2.13454
C -0.08301 -2.80976 2.83638
N -0.46179 -1.86902 3.38254
H 0.65122 -4.79311 2.86065
H -0.36761 -4.39369 1.46281
H 1.29347 -3.77693 1.55377
C -6.84355 0.72765 1.82764
C -6.10208 0.81426 0.54977
N -5.52684 0.88161 -0.44543
H -6.63827 -0.22744 2.30990
H -6.53441 1.53551 2.49009
H -7.91356 0.80990 1.64026
C -3.11112 1.28668 7.43826
C -2.78318 2.13914 6.27377
N -2.52814 2.80214 5.36823
H -4.06007 1.60106 7.87110
H -3.18951 0.24631 7.12439
H -2.32959 1.37369 8.19230
C 5.52245 2.02857 -0.77964
C 5.62087 0.55543 -0.88556
N 5.70141 -0.58945 -0.96828
H 5.97243 2.36305 0.15436
H 6.04496 2.49501 -1.61404
H 4.47603 2.33214 -0.79968
C 2.95827 -3.09536 -2.59974
C 1.67290 -3.12029 -1.86347
N 0.66822 -3.13964 -1.30010
H 3.72440 -2.60331 -1.99762
H 3.27506 -4.11419 -2.81811
H 2.83876 -2.55228 -3.53635
C -1.97346 6.17375 0.25820
C -1.15704 4.93920 0.19916
N -0.52576 3.97089 0.15302
H -2.29983 6.44975 -0.74393
H -2.84919 6.01022 0.88568
H -1.38217 6.98713 0.67699
C 2.43585 -7.26439 -2.12925
C 2.74136 -6.41637 -3.30286
N 2.97904 -5.75763 -4.21649
H 1.49354 -6.95011 -1.68127
H 2.35423 -8.30609 -2.43726
H 3.23082 -7.17283 -1.38961
C -1.61882 0.64582 -4.28213
C -1.34188 0.40061 -2.85296
N -1.13683 0.20922 -1.73556
H -0.89455 1.35412 -4.68242
H -1.54871 -0.28928 -4.83761
H -2.62181 1.05626 -4.40130
C 0.87599 1.06199 -6.94596
C 1.59632 1.12905 -8.23627
N 2.15620 1.18114 -9.23883
H 1.08678 0.11290 -6.45302
H 1.19796 1.87837 -6.29926
H -0.19739 1.14447 -7.11675
*
```

The value obtained for the total energy is -2258.88565 hartree.